DFT (ωB97M-V/def2-TZVPD) results for the molecule C3H5N5O at a distorted geometry.

Positions of all 14 atoms, in Å:
H (0.347, -2.071, 2.346)
N (0.344, -1.131, 2.635)
C (0.223, -0.343, 1.697)
N (0.487, -0.707, 0.253)
N (0.007, -2.038, -0.272)
C (0.002, 0.294, -0.627)
N (-0.335, 0.253, -1.857)
N (-0.292, 1.576, -2.287)
C (-0.031, 2.297, -1.291)
O (0.150, 1.637, -0.124)
H (0.111, 0.693, 2.005)
H (0.427, -2.149, -1.169)
H (-1.081, -1.733, -0.440)
H (-0.359, 3.424, -0.869)

Properties
LUMO energy = 0.480 eV
E_tot = -466.19990 a.u.
max |F| = 5.88 eV/A
HOMO energy = -9.83 eV
net charge = 0
SMILES = [H]/N=C\N(N)c1nnco1

=====

DFT (ωB97M-V/def2-TZVPD) results for a cluster of 6 separate species, C29H58ClO17PS2 in total at a distorted geometry.

Positions of all 108 atoms, in Å:
C (-3.452, 3.182, -6.532)
C (-1.962, 3.459, -6.726)
O (-1.376, 3.725, -5.464)
C (-0.033, 4.149, -5.532)
C (0.858, 3.380, -4.538)
O (0.043, 2.697, -3.601)
C (0.780, 1.932, -2.695)
C (-0.087, 1.832, -1.420)
C (-0.265, 3.254, -0.904)
C (-0.693, 3.430, 0.558)
O (-1.603, 2.429, 1.002)
O (0.624, 1.006, -0.467)
S (-0.193, -0.227, 0.051)
O (-0.236, -0.269, 1.462)
O (0.241, -1.399, -0.624)
O (-1.592, 0.264, -0.495)
C (-1.377, 1.012, -1.735)
Cl (-2.812, 1.930, -2.056)
P (-1.315, -0.321, -3.115)
S (-1.758, 0.184, -4.926)
H (-4.054, 3.776, -7.212)
H (-3.662, 2.129, -6.719)
H (-3.750, 3.396, -5.510)
H (-1.483, 2.576, -7.160)
H (-1.836, 4.310, -7.402)
H (0.369, 4.025, -6.538)
H (-0.015, 5.210, -5.267)
H (1.492, 4.105, -4.021)
H (1.469, 2.637, -5.055)
H (1.053, 0.947, -3.083)
H (1.721, 2.424, -2.429)
H (-0.948, 3.781, -1.560)
H (0.711, 3.730, -0.998)
H (0.164, 3.471, 1.224)
H (-1.163, 4.414, 0.631)
H (-2.478, 2.810, 1.024)
H (-2.175, -1.325, -2.661)
H (-0.034, -0.851, -3.014)
C (-0.149, -2.605, 3.510)
C (1.003, -3.457, 3.994)
O (1.059, -3.542, 5.425)
C (0.349, -4.437, 6.135)
C (-0.736, -5.240, 5.455)
O (0.561, -4.530, 7.314)
H (-1.111, -3.035, 3.791)
H (-0.118, -2.508, 2.429)
H (-0.093, -1.609, 3.947)
H (0.994, -4.455, 3.553)
H (1.949, -2.997, 3.713)
H (-1.684, -4.721, 5.588)
H (-0.797, -6.207, 5.948)
H (-0.570, -5.411, 4.395)
C (3.433, -6.870, 7.756)
C (3.361, -5.795, 8.819)
O (4.595, -5.668, 9.536)
C (5.613, -4.903, 9.097)
C (5.565, -4.334, 7.695)
O (6.561, -4.735, 9.812)
H (4.172, -6.632, 6.990)
H (2.461, -6.984, 7.275)
H (3.719, -7.823, 8.202)
H (3.046, -4.835, 8.412)
H (2.625, -6.069, 9.572)
H (6.090, -5.017, 7.027)
H (6.090, -3.383, 7.703)
H (4.561, -4.163, 7.313)
C (3.245, 0.030, 4.660)
C (2.744, 1.254, 5.398)
O (2.562, 2.373, 4.526)
C (1.435, 2.561, 3.812)
C (0.412, 1.456, 3.718)
O (1.303, 3.595, 3.213)
H (2.522, -0.316, 3.920)
H (3.435, -0.783, 5.361)
H (4.171, 0.263, 4.134)
H (1.830, 1.050, 5.957)
H (3.488, 1.585, 6.120)
H (0.609, 0.870, 2.822)
H (-0.570, 1.910, 3.613)
H (0.389, 0.791, 4.578)
C (5.553, -3.400, -2.820)
C (4.869, -2.280, -2.065)
O (4.406, -1.245, -2.937)
C (3.218, -1.298, -3.566)
C (2.422, -2.582, -3.561)
O (2.838, -0.323, -4.158)
H (4.867, -3.906, -3.499)
H (5.951, -4.138, -2.123)
H (6.375, -3.003, -3.415)
H (4.054, -2.642, -1.436)
H (5.580, -1.785, -1.406)
H (2.648, -3.158, -4.457)
H (1.371, -2.311, -3.576)
H (2.586, -3.203, -2.684)
C (-9.478, 4.137, -5.002)
C (-9.158, 5.349, -5.853)
O (-7.768, 5.680, -5.820)
C (-6.858, 5.102, -6.631)
C (-7.247, 3.888, -7.446)
O (-5.738, 5.531, -6.635)
H (-8.978, 3.242, -5.371)
H (-10.552, 3.952, -4.996)
H (-9.145, 4.302, -3.978)
H (-9.501, 5.231, -6.882)
H (-9.660, 6.228, -5.453)
H (-6.979, 2.995, -6.883)
H (-6.670, 3.904, -8.367)
H (-8.300, 3.842, -7.711)

Properties
LUMO energy = 0.128 eV
E_tot = -4016.72157 a.u.
max |F| = 1.53 eV/A
HOMO energy = -8.80 eV
net charge = 0
SMILES = CCOCCOC[C@]1(CCO)OS(=O)(=O)O[C@]1(Cl)[PH2]=S.CCOC(C)=O.CCOC(C)=O.CCOC(C)=O.CCOC(C)=O.CCOC(C)=O

=====

DFT (ωB97M-V/def2-TZVPD) results for the molecule C3H5N3.

Positions of all 11 atoms, in Å:
C (-1.251, -0.821, -0.287)
C (0.103, -0.420, 0.304)
N (0.121, 0.895, 0.901)
C (1.065, 1.489, 0.292)
N (1.730, 0.685, -0.711)
N (1.165, -0.426, -0.716)
H (-1.092, -1.480, -1.143)
H (-1.799, 0.065, -0.617)
H (-1.858, -1.348, 0.452)
H (0.423, -1.149, 1.061)
H (1.394, 2.509, 0.465)

Properties
LUMO energy = -0.088 eV
E_tot = -281.53232 a.u.
max |F| = 0.38 eV/A
HOMO energy = -10.15 eV
net charge = 0
SMILES = C[C@@H]1N=CN=N1

=====

DFT (ωB97M-V/def2-TZVPD) results for a structure of composition C30H54F15NO8S4Sb2Tl at a distorted geometry.

Positions of all 115 atoms, in Å:
Tl (-0.075, -0.149, -0.717)
O (1.339, 0.508, 1.609)
S (0.169, 0.618, 2.498)
O (0.365, 1.604, 3.544)
O (-1.068, 0.705, 1.744)
S (0.229, -1.223, 3.523)
F (-4.723, 0.521, -3.188)
C (-4.036, 1.618, -2.803)
F (-4.247, 2.561, -3.745)
F (-4.598, 2.052, -1.673)
C (-2.527, 1.264, -2.586)
O (-2.374, 0.535, -1.491)
C (-2.034, 0.474, -3.854)
F (-2.410, -0.811, -3.785)
F (-0.681, 0.473, -3.900)
F (-2.467, 0.947, -5.036)
C (-1.736, 2.625, -2.537)
F (-0.528, 2.447, -1.974)
F (-2.378, 3.537, -1.798)
F (-1.522, 3.169, -3.750)
F (4.099, 1.180, -3.715)
C (3.686, 2.426, -3.439)
F (2.598, 2.678, -4.151)
F (4.651, 3.274, -3.800)
S (3.363, 2.542, -1.633)
O (2.357, 1.537, -1.387)
O (4.645, 2.289, -1.005)
N (2.842, 4.009, -1.576)
S (3.060, 4.977, -0.348)
O (2.050, 5.982, -0.332)
O (3.425, 4.303, 0.870)
C (4.587, 5.892, -0.834)
F (4.463, 6.419, -2.052)
F (5.655, 5.089, -0.831)
F (4.808, 6.884, 0.035)
C (-2.988, -4.398, -2.620)
C (-4.117, -3.949, -1.689)
C (-5.039, -3.015, -2.475)
C (-4.927, -5.164, -1.247)
Sb (-3.093, -2.686, -0.179)
C (-2.053, -4.224, 1.091)
C (-0.586, -4.071, 0.683)
C (-2.467, -5.677, 0.899)
C (-2.187, -3.892, 2.572)
C (-4.718, -1.860, 1.062)
C (-5.826, -2.840, 1.424)
C (-4.122, -1.239, 2.327)
C (-5.270, -0.705, 0.219)
H (-3.405, -4.967, -3.460)
H (-2.264, -5.041, -2.114)
H (-2.448, -3.543, -3.033)
H (-5.381, -3.525, -3.385)
H (-4.538, -2.093, -2.779)
H (-5.928, -2.749, -1.901)
H (-5.465, -5.560, -2.120)
H (-5.673, -4.921, -0.490)
H (-4.305, -5.969, -0.865)
H (-0.436, -4.250, -0.385)
H (0.034, -4.789, 1.237)
H (-0.210, -3.070, 0.911)
H (-2.330, -6.022, -0.127)
H (-3.506, -5.846, 1.186)
H (-1.842, -6.313, 1.541)
H (-1.917, -2.861, 2.793)
H (-1.510, -4.535, 3.153)
H (-3.201, -4.070, 2.934)
H (-5.443, -3.737, 1.919)
H (-6.392, -3.150, 0.544)
H (-6.534, -2.359, 2.113)
H (-3.898, -1.980, 3.092)
H (-4.858, -0.545, 2.751)
H (-3.217, -0.661, 2.122)
H (-5.715, -1.036, -0.720)
H (-4.486, 0.015, -0.026)
H (-6.048, -0.182, 0.789)
C (3.359, -2.821, 2.887)
C (3.276, -2.399, 4.356)
C (2.452, -3.421, 5.132)
C (4.694, -2.314, 4.917)
Sb (2.384, -0.376, 4.280)
C (4.165, 1.599, 0.866)
C (3.493, 0.480, 0.240)
C (5.586, 1.828, 0.572)
C (3.480, 2.458, 1.786)
C (1.942, 0.098, 6.388)
C (3.048, -0.410, 7.307)
C (1.915, 1.628, 6.438)
C (0.594, -0.454, 6.828)
H (3.759, -3.840, 2.815)
H (4.027, -2.166, 2.320)
H (2.380, -2.812, 2.402)
H (2.847, -4.430, 4.954)
H (1.404, -3.426, 4.826)
H (2.487, -3.240, 6.208)
H (5.216, -3.266, 4.759)
H (4.707, -2.107, 5.987)
H (5.282, -1.537, 4.417)
H (3.025, -0.128, 1.026)
H (4.128, -0.098, -0.425)
H (2.604, 0.863, -0.288)
H (6.132, 1.030, 1.092)
H (5.943, 2.793, 0.922)
H (5.776, 1.697, -0.494)
H (2.635, 1.973, 2.273)
H (2.990, 3.227, 1.144)
H (4.144, 2.982, 2.471)
H (4.041, -0.089, 6.980)
H (3.048, -1.498, 7.391)
H (2.891, -0.002, 8.312)
H (2.891, 2.055, 6.187)
H (1.662, 1.956, 7.453)
H (1.176, 2.041, 5.751)
H (0.545, -1.542, 6.743)
H (-0.221, -0.038, 6.236)
H (0.424, -0.187, 7.879)

Properties
LUMO energy = 2.063 eV
E_tot = -5575.71808 a.u.
max |F| = 9.19 eV/A
HOMO energy = -5.52 eV
net charge = -1

=====

DFT (ωB97M-V/def2-TZVPD) results for the molecule C11H10O at a distorted geometry.

Positions of all 22 atoms, in Å:
O (-2.371, -2.010, 0.493)
C (-2.382, -0.790, -0.415)
C (-1.248, 0.169, -0.211)
C (-1.796, 1.429, 0.111)
C (-0.790, 2.497, 0.093)
C (0.523, 2.138, 0.188)
C (0.996, 0.833, -0.124)
C (2.336, 0.604, -0.030)
C (2.959, -0.744, 0.085)
C (2.010, -1.699, 0.033)
C (0.627, -1.507, -0.274)
C (0.164, -0.249, -0.283)
H (-2.805, -1.711, 1.521)
H (-2.375, -1.314, -1.392)
H (-3.330, -0.350, -0.408)
H (-2.825, 1.689, 0.186)
H (-1.075, 3.529, 0.055)
H (1.418, 2.787, 0.471)
H (3.168, 1.386, -0.151)
H (4.014, -0.890, 0.623)
H (2.488, -2.826, 0.379)
H (-0.106, -2.301, -0.259)

Properties
LUMO energy = 0.114 eV
E_tot = -500.27094 a.u.
max |F| = 6.11 eV/A
HOMO energy = -7.98 eV
net charge = 0
SMILES = OCc1cccc2ccccc12

=====

DFT (ωB97M-V/def2-TZVPD) results for the ion C4H6N3O with charge +1 at a distorted geometry.

Positions of all 14 atoms, in Å:
C (-1.613, 2.521, 0.179)
N (-1.388, 1.297, 0.239)
N (-0.123, 0.804, 0.088)
C (-0.024, -0.408, 0.136)
C (1.210, -1.046, -0.140)
N (-1.132, -1.376, 0.238)
C (-2.354, -1.115, 0.053)
O (-3.436, -0.994, -0.218)
H (-0.788, 3.210, 0.156)
H (-2.650, 2.892, 0.292)
H (1.711, -0.279, -0.715)
H (1.259, -2.046, -0.724)
H (1.685, -1.273, 0.818)
H (-0.806, -2.355, 0.031)

Properties
LUMO energy = -4.698 eV
E_tot = -395.16834 a.u.
max |F| = 3.53 eV/A
HOMO energy = -14.19 eV
net charge = +1
SMILES = C=N/N=C(/C)[NH+]=C=O